Model 1:
ORCA calculation (ωB97M-V with the def2-TZVPD basis set) on one molecule with the formula C7H14.

Summary:
HOMO (eV): -8.0
Kohn-Sham gap (eV): 9.12
LUMO (eV): 1.085
M (g mol⁻¹): 98.2
SMILES: C/C=C(\C)CCC

XYZ file:
```
21
C7H14 | OMol25 | ωB97M-V with the def2-TZVPD basis set
C -1.6071 1.1920 -0.0225
C -0.7396 0.2536 0.4293
C -2.7565 0.9490 -0.9657
C 1.6013 -0.6252 -0.0489
C -1.1636 -1.2037 0.6160
C 3.1041 -0.4199 0.0605
C 0.7735 0.5456 0.3939
H -3.6396 1.4914 -0.5947
H 1.0968 0.8429 1.4112
H -1.5093 2.2274 0.2857
H 1.4542 -0.9045 -1.0901
H 3.4631 -0.5490 1.0888
H -0.9187 -1.4999 1.6423
H -2.2505 -1.2106 0.4774
H 3.7536 -1.0409 -0.5911
H 3.3683 0.5207 -0.4672
H -2.6116 1.5797 -1.8528
H -2.9345 -0.1060 -1.1279
H 1.3113 -1.5017 0.5362
H -0.7991 -1.9960 -0.0217
H 1.0039 1.4551 -0.1587
```



Model 2:
ORCA calculation (ωB97M-V with the def2-TZVPD basis set) on a 3-piece molecular cluster, C7H14 overall.

Summary:
HOMO (eV): -9.6
Kohn-Sham gap (eV): 10.78
LUMO (eV): 1.219
M (g mol⁻¹): 98.2
SMILES: C=C1CC1.[H][H].C=CC

XYZ file:
```
21
C7H14 | OMol25 | ωB97M-V with the def2-TZVPD basis set
C -0.2547 1.6853 0.8382
C 0.9061 -1.3145 -1.1244
C -1.5787 1.0750 0.9973
C 0.7444 2.0273 0.0477
C -0.8455 1.7108 2.1797
C 0.4674 -2.5280 -0.8016
C 0.7029 -0.6734 -2.4663
H 0.7252 1.8013 -1.0150
H -1.6554 -0.0098 0.9780
H 1.6179 2.5501 0.4280
H -0.1012 -3.1314 -1.5066
H 0.3187 0.3478 -2.3729
H -0.4173 -1.7675 1.6676
H 0.6694 -2.9702 0.1703
H -2.4465 1.5916 0.5931
H 1.6530 -0.6084 -3.0109
H -0.3059 -1.5192 2.3603
H -0.4446 1.0508 2.9469
H 1.4630 -0.7346 -0.3875
H -1.2162 2.6623 2.5556
H -0.0019 -1.2452 -3.0775
```



Model 3:
ORCA calculation (ωB97M-V with the def2-TZVPD basis set) on one molecule with the formula C7H14.

Summary:
HOMO (eV): -10.1
Kohn-Sham gap (eV): 11.28
LUMO (eV): 1.185
M (g mol⁻¹): 98.2
SMILES: CC(C)CC1CC1

XYZ file:
```
21
C7H14 | OMol25 | ωB97M-V with the def2-TZVPD basis set
C -1.9088 -0.9123 -0.7171
C 1.6935 0.5973 -0.7240
C 0.0702 -0.7464 0.8396
C -1.3064 -0.1227 0.4491
C 1.2959 0.1242 0.6463
C -1.2828 1.3802 0.0997
C 2.5255 -0.4320 -0.0149
H 1.0937 0.2760 -1.5728
H -1.9739 -0.2465 1.3113
H 2.0879 1.6055 -0.8211
H 2.4744 -1.4548 -0.3804
H -0.4001 1.8897 0.4893
H 3.5012 -0.1368 0.3590
H -1.2115 -0.9080 -1.5649
H 0.2099 -1.6668 0.2560
H -2.0935 -1.9581 -0.4454
H 0.0443 -1.0738 1.8872
H -2.1645 1.8898 0.5001
H 1.4822 0.8341 1.4515
H -1.2850 1.5367 -0.9858
H -2.8522 -0.4755 -1.0627
```



Model 4:
ORCA calculation (ωB97M-V with the def2-TZVPD basis set) on one molecule with the formula C7H14.

Summary:
HOMO (eV): -9.5
Kohn-Sham gap (eV): 10.57
LUMO (eV): 1.106
M (g mol⁻¹): 98.2
SMILES: C1CCCCCC1

XYZ file:
```
21
C7H14 | OMol25 | ωB97M-V with the def2-TZVPD basis set
C -1.0946 -1.1744 -0.2050
C -1.0111 1.4423 -0.2312
C -1.7272 0.1754 0.2581
C 1.3972 0.5585 -0.6190
C 0.2583 -1.5049 0.5150
C 1.5064 -0.8673 -0.0101
C 0.4816 1.5458 0.1256
H 0.8107 2.5702 -0.0969
H -2.7750 0.2186 -0.0890
H 1.0514 0.4891 -1.6756
H 0.6151 1.4053 1.2073
H -1.7740 0.1829 1.3571
H -0.9781 -1.1459 -1.2984
H -1.8074 -1.9683 0.0243
H -1.1136 1.5127 -1.3254
H -1.5362 2.3187 0.1783
H 0.0819 -1.3912 1.5752
H 1.0669 -2.5003 0.8685
H 1.9997 -1.4944 -0.7558
H 2.1362 -1.3315 0.8831
H 2.4117 0.9591 -0.6858
```



Compare the structures above. Which one is the most stable? model 3 is.